A structure of composition C41H94CoN3O8, computed with the ωB97M-V functional and the def2-TZVPD basis.

**Charge**: +1
**<S²>**: 3.76
**E_tot**: -102503.791 eV
**2S+1**: 4
**LUMO level (alpha / beta)**: -0.139 / -0.160 Eh
**Orbital gap (alpha / beta)**: 5.83 / 5.27 eV
**ΔE to the lowest compared entry with this formula, charge and spin**: 68.1 kcal/mol

Element x y z (Å)
Co: -5.669 0.141 1.399
C: -1.451 -0.775 0.159
C: -2.779 -1.488 0.177
O: -3.959 -0.972 0.691
H: -1.282 -0.226 1.086
H: -1.357 -0.198 -0.761
H: -0.709 -1.570 0.086
H: -2.487 -2.196 0.953
H: -2.979 -2.081 -0.715
C: 1.518 -3.607 -3.659
C: 2.292 -3.802 -2.352
C: 3.495 -4.841 -2.576
C: 4.787 -4.266 -3.311
C: 5.202 -2.943 -2.654
C: 3.976 -1.904 -2.396
N: 2.840 -2.539 -1.801
O: 1.836 -1.615 -1.444
C: 4.519 -0.771 -1.436
C: 3.645 -1.255 -3.722
C: 1.129 -4.457 -1.491
H: 0.801 -2.788 -3.607
H: 0.948 -4.474 -3.995
H: 2.165 -3.338 -4.493
H: 3.937 -5.270 -1.677
H: 3.157 -5.718 -3.129
H: 4.471 -4.220 -4.353
H: 5.700 -4.861 -3.293
H: 6.057 -2.727 -3.295
H: 5.588 -3.066 -1.642
H: 5.521 -0.468 -1.737
H: 3.953 0.161 -1.433
H: 4.634 -1.135 -0.415
H: 3.935 -1.792 -4.625
H: 2.577 -1.047 -3.787
H: 4.111 -0.282 -3.876
H: 1.496 -4.265 -0.483
H: 0.987 -5.504 -1.762
H: 0.179 -3.972 -1.715
H: 1.967 -1.511 -0.499
C: 0.936 0.580 3.666
C: 2.346 0.142 3.143
C: 2.791 1.327 2.278
C: 3.278 2.611 3.031
C: 4.421 2.191 4.027
C: 4.014 0.973 4.951
N: 3.257 -0.078 4.249
O: 2.961 -1.186 5.074
C: 5.357 0.365 5.432
C: 3.179 1.561 6.124
C: 2.215 -1.074 2.230
H: 0.652 -0.080 4.485
H: 0.097 0.525 2.971
H: 1.023 1.545 4.166
H: 3.490 1.077 1.480
H: 1.852 1.574 1.783
H: 2.527 3.160 3.599
H: 3.837 3.193 2.298
H: 4.544 3.134 4.560
H: 5.332 1.921 3.494
H: 5.900 1.126 5.992
H: 5.395 -0.545 6.032
H: 5.982 0.008 4.614
H: 2.119 1.651 5.886
H: 3.301 1.172 7.135
H: 3.537 2.582 6.254
H: 1.375 -0.901 1.557
H: 1.947 -1.949 2.823
H: 3.147 -1.270 1.702
H: 3.676 -1.787 4.853
C: -0.012 1.772 -4.006
C: 1.001 2.574 -3.086
C: 2.334 1.986 -3.595
C: 3.577 2.676 -3.149
C: 3.322 4.228 -3.398
C: 2.053 4.863 -2.808
N: 0.894 4.029 -3.324
O: -0.388 4.526 -3.129
C: 2.194 5.143 -1.274
C: 1.919 6.259 -3.494
C: 0.755 2.175 -1.635
H: -0.216 2.297 -4.939
H: -0.922 1.528 -3.457
H: 0.406 0.804 -4.283
H: 2.409 0.906 -3.471
H: 2.357 2.073 -4.681
H: 4.476 2.417 -3.708
H: 3.904 2.352 -2.161
H: 3.341 4.340 -4.482
H: 4.208 4.657 -2.931
H: 1.221 5.348 -0.826
H: 2.482 4.265 -0.696
H: 2.749 5.989 -0.868
H: 1.721 6.248 -4.565
H: 1.043 6.699 -3.017
H: 2.622 7.046 -3.218
H: -0.198 2.524 -1.238
H: 1.569 2.461 -0.970
H: 0.745 1.094 -1.492
H: -0.649 4.731 -4.030
C: -6.188 -1.429 -2.861
C: -7.002 -0.591 -1.769
C: -8.462 -1.139 -1.577
O: -6.220 -0.567 -0.489
H: -6.743 -1.471 -3.798
H: -5.899 -2.394 -2.444
H: -5.268 -0.968 -3.222
H: -7.095 0.442 -2.106
H: -8.655 -1.885 -0.806
H: -9.020 -1.319 -2.497
H: -8.997 -0.228 -1.310
H: -5.341 -0.899 -0.685
C: -3.413 -5.153 0.300
C: -3.508 -4.904 1.807
C: -2.120 -4.565 2.411
O: -4.401 -3.825 1.980
H: -2.899 -6.061 -0.017
H: -3.013 -4.315 -0.270
H: -4.406 -5.332 -0.112
H: -4.016 -5.718 2.325
H: -1.466 -4.207 1.615
H: -1.558 -5.444 2.726
H: -2.102 -3.938 3.302
H: -4.211 -3.112 1.367
C: -3.165 1.193 4.775
C: -3.658 -0.104 3.983
C: -3.626 -1.333 4.885
O: -4.990 0.125 3.428
H: -2.094 1.346 4.912
H: -3.605 1.381 5.755
H: -3.531 2.115 4.323
H: -2.988 -0.171 3.126
H: -3.978 -2.247 4.408
H: -4.332 -1.164 5.699
H: -2.597 -1.497 5.202
H: -5.592 0.281 4.159
C: -5.647 3.538 -0.706
C: -4.656 2.443 -0.593
C: -3.213 2.788 -1.019
O: -4.475 2.048 0.804
H: -6.695 3.310 -0.514
H: -5.578 3.839 -1.752
H: -5.452 4.358 -0.014
H: -4.877 1.519 -1.128
H: -2.827 3.624 -0.437
H: -3.093 3.097 -2.058
H: -2.605 1.900 -0.845
H: -4.879 2.719 1.360

---

A structure of composition C12H30CaN2O4, computed with the ωB97M-V functional and the def2-TZVPD basis.

**Charge**: +2
**E_tot**: -42526.170 eV
**LUMO level**: -0.232 Eh
**Orbital gap**: 8.67 eV
**ΔE to the lowest compared entry with this formula, charge and spin**: 12.5 kcal/mol

Element x y z (Å)
Ca: 0.469 -0.145 0.612
C: 2.618 0.060 -1.984
O: 1.534 -0.647 -1.345
C: 0.665 -1.255 -2.303
C: -0.587 -0.434 -2.481
N: -1.308 -0.238 -1.173
C: -2.169 0.967 -1.277
C: -3.329 0.858 -2.272
O: -2.957 1.494 -3.452
C: -3.763 1.156 -4.572
H: 3.116 0.662 -1.227
H: 2.237 0.711 -2.770
H: 3.324 -0.657 -2.401
H: 0.396 -2.285 -2.023
H: 1.186 -1.401 -3.251
H: -1.244 -0.793 -3.271
H: -0.258 0.561 -2.811
H: -1.969 -1.016 -1.144
H: -1.554 1.820 -1.584
H: -2.528 1.240 -0.283
H: -4.228 1.290 -1.817
H: -3.549 -0.211 -2.446
H: -4.765 0.859 -4.263
H: -3.268 0.384 -5.160
H: -3.881 2.049 -5.185
C: -2.759 0.264 2.264
O: -1.338 0.492 2.299
C: -0.856 0.609 3.641
C: 0.578 1.044 3.624
N: 1.418 -0.031 3.047
C: 2.822 0.397 2.917
C: 3.609 -0.694 2.226
O: 2.846 -1.100 1.083
C: 3.375 -2.280 0.468
H: -3.050 -0.388 3.088
H: -3.002 -0.206 1.317
H: -3.284 1.215 2.365
H: -0.941 -0.373 4.127
H: -1.451 1.318 4.221
H: 0.850 1.286 4.658
H: 0.695 1.948 3.020
H: 1.351 -0.820 3.687
H: 3.280 0.665 3.869
H: 2.814 1.271 2.255
H: 3.754 -1.554 2.890
H: 4.595 -0.345 1.914
H: 3.596 -3.038 1.219
H: 4.282 -2.046 -0.095
H: 2.630 -2.664 -0.223

---

> Among the records above, which one has the highest ΔE to the lowest compared entry with this formula, charge and spin?

C41H94CoN3O8